(1)
Molecular formula: C15H23AlCl36FNO3P
Method: DFT, wB97M-V/def2-TZVPD

Geometry as XYZ:
```
81
Properties=species:S:1:pos:R:3:lowdin_charge:R:1
C 3.702 -1.592 2.764 -0.121
C 2.986 -0.431 2.082 -0.394
N 1.737 -0.006 2.722 -0.109
Al 0.309 -1.210 2.665 0.024
F 0.759 -2.477 1.588 -0.316
C -1.433 -0.374 1.993 -0.303
P -2.735 -1.563 1.911 0.318
O -2.427 -2.786 2.690 -0.361
O -4.171 -0.972 2.337 -0.238
O -2.998 -1.966 0.387 -0.160
H 3.178 -2.536 2.607 0.056
H 3.823 -1.415 3.835 0.065
H 4.710 -1.710 2.347 0.057
H 3.684 0.420 2.050 0.083
H 2.757 -0.696 1.044 0.060
H 1.926 0.272 3.680 0.023
H 0.044 -1.787 4.140 -0.054
H -1.274 -0.041 0.964 -0.028
H -1.697 0.499 2.588 0.014
H -4.241 -0.997 3.303 -0.016
H -2.221 -2.469 0.094 0.012
C -6.852 0.195 1.572 -1.556
Cl -7.814 0.774 0.204 0.486
Cl -6.379 1.533 2.614 0.533
Cl -7.769 -1.023 2.472 0.523
H -5.949 -0.268 1.190 -0.042
C 4.586 1.468 -2.084 -1.567
Cl 3.342 0.262 -1.807 0.528
Cl 3.888 3.049 -2.461 0.518
Cl 5.674 1.589 -0.702 0.525
H 5.168 1.150 -2.940 -0.027
C -0.748 -5.717 -0.954 -1.531
Cl -1.167 -5.359 -2.642 0.512
Cl -0.271 -4.276 -0.084 0.635
Cl -2.091 -6.491 -0.117 0.529
H 0.087 -6.405 -0.958 0.010
C 4.763 -2.799 -3.924 -1.543
Cl 5.875 -2.055 -2.772 0.524
Cl 3.307 -3.385 -3.130 0.526
Cl 4.360 -1.667 -5.222 0.510
H 5.269 -3.646 -4.367 0.007
C 7.808 4.629 -3.403 -1.569
Cl 8.126 4.872 -1.687 0.524
Cl 7.463 2.933 -3.736 0.520
Cl 6.492 5.664 -3.957 0.520
H 8.698 4.895 -3.951 -0.051
C -12.266 0.669 -0.016 -1.556
Cl -13.773 0.099 0.711 0.510
Cl -10.866 -0.084 0.732 0.511
Cl -12.275 0.393 -1.761 0.515
H -12.202 1.736 0.150 0.010
C 11.737 2.548 -2.983 -1.533
Cl 10.409 1.417 -2.755 0.529
Cl 11.132 4.155 -3.403 0.551
Cl 12.749 2.625 -1.541 0.530
H 12.349 2.202 -3.805 0.011
C -2.270 0.803 6.297 -1.518
Cl -0.544 0.524 6.428 0.546
Cl -2.613 2.514 6.002 0.516
Cl -2.976 -0.202 5.028 0.628
H -2.732 0.526 7.235 0.009
C -3.983 -4.975 3.497 -1.546
Cl -3.715 -4.749 5.225 0.524
Cl -4.239 -6.688 3.108 0.481
Cl -5.358 -4.025 2.938 0.536
H -3.103 -4.617 2.968 -0.025
C -4.959 2.903 -1.248 -1.550
Cl -5.448 4.141 -0.087 0.515
Cl -3.704 3.518 -2.325 0.521
Cl -4.423 1.444 -0.430 0.568
H -5.823 2.654 -1.851 0.006
C 1.866 5.829 -3.953 -1.571
Cl 3.144 6.507 -2.944 0.499
Cl 0.435 5.478 -2.993 0.537
Cl 1.478 6.918 -5.290 0.515
H 2.229 4.899 -4.372 -0.005
C -0.541 -1.285 -2.660 -1.522
Cl 0.740 -1.119 -3.870 0.491
Cl 0.070 -0.893 -1.062 0.603
Cl -1.931 -0.279 -3.079 0.530
H -0.864 -2.319 -2.651 -0.026
```

Calculated values
Kohn-Sham gap: 0.2276 Ha
Strongest force on any atom: 0.0358 Eh/bohr
Energy: -492978.93820 eV
Charge: -1


(2)
Molecular formula: C5H7N
Method: DFT, wB97M-V/def2-TZVPD

Geometry as XYZ:
```
13
Properties=species:S:1:pos:R:3:nbo_charge:R:1
N 0.642 -1.445 -0.769 -0.553
C 1.634 -0.715 -0.602 0.201
C 1.256 0.691 -0.192 -0.495
C -0.276 0.771 -0.026 -0.284
C -0.929 -0.056 1.058 -0.443
C -1.011 -0.439 -0.383 -0.229
H 1.612 1.384 -0.967 0.238
H 1.789 0.959 0.729 0.237
H -0.694 1.741 -0.272 0.227
H -1.785 0.361 1.593 0.214
H -0.275 -0.654 1.692 0.209
H 0.007 -2.181 -0.932 0.463
H -1.969 -0.418 -0.928 0.216
```

Calculated values
Kohn-Sham gap: 0.3299 Ha
ΔE to the lowest compared entry with this formula, charge and spin: 4.880 eV
Strongest force on any atom: 0.0682 Eh/bohr
Energy: -6783.63258 eV


(3)
Molecular formula: C11H13F6HgN4O7S3
Method: DFT, wB97M-V/def2-TZVPD

Geometry as XYZ:
```
45
Properties=species:S:1:pos:R:3:lowdin_spin:R:1
Hg -0.117 -1.227 1.390 0.000
F 3.655 2.291 0.955 0.122
C 3.678 2.202 -0.362 0.580
F 3.057 3.237 -0.907 0.122
F 4.909 2.099 -0.813 0.123
S 2.550 -0.962 -0.256 0.018
O 2.060 -2.332 0.170 0.005
O 2.715 -0.892 -1.718 0.012
N 0.768 1.107 -0.258 0.011
S -1.641 -1.697 4.124 0.000
O -2.843 -2.354 4.616 0.000
O -1.370 -2.219 2.660 0.000
C -0.254 -2.690 4.903 0.000
F -0.215 -2.458 6.216 0.000
F -0.396 -3.994 4.700 0.000
F 0.922 -2.301 4.374 0.000
O 0.424 1.675 1.939 0.002
C 0.358 1.959 0.768 0.002
N 0.927 -0.244 -0.043 -0.002
S 0.090 1.520 -1.770 0.002
O 1.081 1.715 -2.773 0.001
O -0.968 0.572 -2.023 0.000
C -0.497 3.064 -1.178 0.000
C -1.057 4.087 -1.918 0.000
C -1.409 5.242 -1.233 0.000
C -1.188 5.360 0.137 0.000
C -0.608 4.327 0.860 0.000
C -0.260 3.174 0.180 0.000
H -1.216 3.989 -2.983 0.000
H -1.860 6.063 -1.773 0.000
H -1.468 6.275 0.643 0.000
H -0.423 4.405 1.922 0.000
N 0.495 -2.486 -2.115 0.000
C -0.571 -3.465 -2.423 0.000
C -1.735 -3.300 -1.461 0.000
N -1.287 -3.408 -0.075 0.000
H 1.252 -2.435 -2.799 0.000
H 0.993 -2.654 -1.204 0.000
H 0.127 -1.529 -2.031 0.000
H -0.140 -4.464 -2.351 0.000
H -0.904 -3.308 -3.447 0.000
H -2.500 -4.034 -1.736 0.000
H -2.172 -2.308 -1.604 0.000
H -0.908 -4.329 0.121 0.000
H -2.054 -3.271 0.575 0.000
```

Calculated values
Kohn-Sham gap (alpha / beta): 0.2978 / 0.3003 Ha
ΔE to the lowest compared entry with this formula, charge and spin: 0.579 eV
Strongest force on any atom: 0.0047 Eh/bohr
Energy: -84892.69219 eV
Multiplicity: 2


(4)
Molecular formula: C50H40Cl2F3GeN4OS5SbTl
Method: DFT, wB97M-V/def2-TZVPD

Geometry as XYZ:
```
108
Properties=species:S:1:pos:R:3:lowdin_spin:R:1
Tl -0.171 -0.770 -0.260 0.124
Cl -4.975 -3.432 -0.767 0.000
C -4.777 -1.737 -1.057 0.001
C -5.878 -1.018 -1.477 0.000
C -5.775 0.337 -1.701 -0.001
Cl -7.210 1.202 -2.190 0.000
C -4.555 1.011 -1.561 0.001
C -4.362 2.384 -1.825 -0.002
C -3.123 2.939 -1.647 0.001
C -2.080 2.117 -1.211 0.000
N -2.223 0.838 -0.974 0.028
C -3.417 0.259 -1.129 0.002
C -3.494 -1.172 -0.838 0.003
O -2.518 -1.835 -0.415 0.033
H -6.821 -1.519 -1.633 0.000
H -5.202 2.973 -2.169 0.000
H -2.935 3.985 -1.836 0.000
H -1.102 2.539 -1.030 0.000
S 2.852 -2.022 -0.411 0.161
S 2.585 -3.007 -2.123 0.036
S 1.930 -1.692 -3.635 0.051
S 0.026 -1.153 -3.322 0.198
C 5.377 0.804 1.952 0.000
N 4.180 1.596 2.104 0.000
C 3.686 1.764 3.451 0.000
C 3.381 1.704 1.076 0.000
N 2.748 1.880 0.131 0.000
H 6.238 1.368 2.325 0.000
H 5.540 0.567 0.904 0.000
H 5.296 -0.136 2.503 0.000
H 4.452 2.263 4.049 0.000
H 3.462 0.794 3.904 0.000
H 2.782 2.368 3.461 0.000
F 6.702 0.155 -4.861 0.000
C 5.495 0.542 -4.350 0.000
C 4.640 1.283 -5.143 0.000
C 3.418 1.679 -4.620 0.000
C 3.081 1.373 -3.312 0.002
C 3.952 0.609 -2.548 0.000
C 5.161 0.175 -3.060 0.000
Sb 1.210 1.876 -2.350 0.002
C 1.896 3.865 -1.739 -0.002
C 3.004 4.495 -2.279 0.000
C 3.470 5.692 -1.762 0.000
C 2.814 6.240 -0.678 0.000
F 3.278 7.411 -0.151 0.000
C 1.708 5.639 -0.110 0.000
C 1.261 4.450 -0.655 0.000
C 0.235 2.703 -4.145 0.001
C -0.821 2.015 -4.728 0.001
C -1.515 2.551 -5.801 0.000
C -1.128 3.782 -6.291 0.000
F -1.815 4.338 -7.332 0.000
C -0.072 4.484 -5.744 0.000
C 0.596 3.940 -4.660 0.000
H 4.931 1.533 -6.154 0.000
H 2.722 2.215 -5.252 0.000
H 3.660 0.320 -1.547 0.000
H 5.824 -0.453 -2.482 0.000
H 3.529 4.036 -3.108 0.000
H 4.339 6.186 -2.173 0.000
H 1.226 6.084 0.748 0.000
H 0.418 3.954 -0.199 0.000
H -1.092 1.040 -4.347 0.002
H -2.347 2.033 -6.253 0.000
H 0.213 5.441 -6.153 0.000
H 1.410 4.493 -4.212 0.000
C 1.683 -1.688 4.080 0.053
Ge 0.135 -0.999 2.926 0.185
C -0.810 -2.782 2.898 0.015
C -1.631 -3.236 3.923 0.004
C -2.175 -4.508 3.899 0.001
C -1.902 -5.361 2.842 0.000
C -1.090 -4.923 1.808 0.000
C -0.562 -3.644 1.837 0.000
C -0.900 -0.067 4.384 0.038
C -0.276 0.451 5.494 0.011
C -0.963 1.181 6.470 0.001
C -2.300 1.433 6.328 0.009
C -2.983 0.988 5.179 0.001
C -4.346 1.275 4.961 0.002
C -4.973 0.884 3.811 -0.001
C -4.264 0.176 2.831 0.002
C -2.950 -0.147 3.028 -0.002
C -2.272 0.242 4.200 0.005
H 1.291 -2.197 4.954 0.007
H 2.350 -0.897 4.413 0.000
H 2.261 -2.392 3.492 0.000
H -1.858 -2.577 4.754 0.001
H -2.812 -4.840 4.715 0.000
H -2.323 -6.362 2.825 0.000
H -0.869 -5.581 0.976 0.000
H 0.065 -3.309 1.016 0.000
H 0.782 0.277 5.632 0.001
H -0.433 1.534 7.350 0.000
H -2.844 1.987 7.084 0.001
H -4.884 1.825 5.723 0.000
H -6.016 1.125 3.652 0.000
H -4.761 -0.104 1.913 0.000
H -2.415 -0.695 2.266 -0.001
S -1.830 3.439 3.214 0.005
C -0.151 3.058 3.276 0.004
C 0.172 2.192 2.281 0.010
N -0.858 1.821 1.489 0.005
C -1.957 2.369 1.851 -0.002
H 0.462 3.470 4.051 0.000
H 1.144 1.806 2.057 0.004
H -2.906 2.224 1.379 0.000
```

Calculated values
Kohn-Sham gap (alpha / beta): 0.1880 / 0.1545 Ha
Strongest force on any atom: 0.0232 Eh/bohr
Energy: -215629.16570 eV
Multiplicity: 2
Charge: -2


Question: The highest strongest force on any atom belongs to which entry?
Answer: C5H7N


Question: What is the strongest force on any atom in the second record?
Answer: 0.0682 Eh/bohr


Question: Which formula does entry 1 have?
Answer: C15H23AlCl36FNO3P


Please write out number 3 again, unchanged.
Molecular formula: C11H13F6HgN4O7S3
Method: DFT, wB97M-V/def2-TZVPD

Geometry as XYZ:
```
45
Properties=species:S:1:pos:R:3:lowdin_spin:R:1
Hg -0.117 -1.227 1.390 0.000
F 3.655 2.291 0.955 0.122
C 3.678 2.202 -0.362 0.580
F 3.057 3.237 -0.907 0.122
F 4.909 2.099 -0.813 0.123
S 2.550 -0.962 -0.256 0.018
O 2.060 -2.332 0.170 0.005
O 2.715 -0.892 -1.718 0.012
N 0.768 1.107 -0.258 0.011
S -1.641 -1.697 4.124 0.000
O -2.843 -2.354 4.616 0.000
O -1.370 -2.219 2.660 0.000
C -0.254 -2.690 4.903 0.000
F -0.215 -2.458 6.216 0.000
F -0.396 -3.994 4.700 0.000
F 0.922 -2.301 4.374 0.000
O 0.424 1.675 1.939 0.002
C 0.358 1.959 0.768 0.002
N 0.927 -0.244 -0.043 -0.002
S 0.090 1.520 -1.770 0.002
O 1.081 1.715 -2.773 0.001
O -0.968 0.572 -2.023 0.000
C -0.497 3.064 -1.178 0.000
C -1.057 4.087 -1.918 0.000
C -1.409 5.242 -1.233 0.000
C -1.188 5.360 0.137 0.000
C -0.608 4.327 0.860 0.000
C -0.260 3.174 0.180 0.000
H -1.216 3.989 -2.983 0.000
H -1.860 6.063 -1.773 0.000
H -1.468 6.275 0.643 0.000
H -0.423 4.405 1.922 0.000
N 0.495 -2.486 -2.115 0.000
C -0.571 -3.465 -2.423 0.000
C -1.735 -3.300 -1.461 0.000
N -1.287 -3.408 -0.075 0.000
H 1.252 -2.435 -2.799 0.000
H 0.993 -2.654 -1.204 0.000
H 0.127 -1.529 -2.031 0.000
H -0.140 -4.464 -2.351 0.000
H -0.904 -3.308 -3.447 0.000
H -2.500 -4.034 -1.736 0.000
H -2.172 -2.308 -1.604 0.000
H -0.908 -4.329 0.121 0.000
H -2.054 -3.271 0.575 0.000
```

Calculated values
Kohn-Sham gap (alpha / beta): 0.2978 / 0.3003 Ha
ΔE to the lowest compared entry with this formula, charge and spin: 0.579 eV
Strongest force on any atom: 0.0047 Eh/bohr
Energy: -84892.69219 eV
Multiplicity: 2